ORCA calculation (wB97M-V/def2-TZVPD) on a molecular structure, C31H42N5OSe2SiTe2Tl.

The calculation puts the molecular weight at 1146.3 g/mol. As for the HOMO energy: -0.0181 Ha. The HOMO-LUMO gap is 4.42 eV. Its largest force on an atom is 0.00874 Eh/bohr. Its charge is -2. The energy above the lowest of the compared OMol25 structures with the same formula, charge and spin comes out at 0.0538 eV.

Last column: Mulliken charge in e.
CARTESIAN COORDINATES (ANGSTROEM)
Tl 1.7658 -1.0392 3.4719  0.780
C 3.1133 -4.0376 -0.5324  -2.017
C 2.4244 -3.1526 0.4804  0.565
N 2.9680 -2.1904 1.0986  0.090
C 4.2861 -1.6900 0.7883  -0.822
C 4.3718 -0.1651 1.0716  -0.851
N 3.0645 0.4279 1.2027  0.599
C 2.9535 1.8714 1.2642  -0.456
C 1.9866 2.3257 2.3629  -1.021
N 0.8572 1.4409 2.4133  0.906
C -0.0839 1.7090 3.4724  -1.181
C -1.2476 0.7065 3.4457  -0.814
N -0.7865 -0.5684 2.9444  0.844
C -1.5709 -1.4654 2.5340  0.015
C -3.0645 -1.4578 2.6798  -2.128
C -0.9504 -2.5676 1.7193  0.631
C -1.7508 -3.4652 1.0041  -0.651
C -1.1487 -4.3462 0.1369  -1.217
C 0.2343 -4.3041 -0.0199  -0.459
C 0.9500 -3.3805 0.7245  0.321
N 0.3650 -2.5576 1.5925  0.729
H 4.1914 -4.0227 -0.3875  0.500
H 2.8937 -3.7087 -1.5513  0.270
H 2.7751 -5.0671 -0.4354  0.535
H 4.5570 -1.8846 -0.2561  0.441
H 5.0219 -2.2016 1.4185  0.315
H 4.9837 0.2931 0.2734  0.338
H 4.9132 -0.0027 2.0104  0.390
H 2.3900 0.0287 0.5648  -0.470
H 2.5973 2.2700 0.3070  -0.055
H 3.9402 2.3104 1.4465  0.489
H 1.7177 3.3794 2.1572  0.298
H 2.4898 2.3069 3.3394  0.424
H 0.4075 1.3180 1.4850  -0.026
H -0.5109 2.7274 3.4281  0.308
H 0.4441 1.6263 4.4320  0.479
H -2.0372 1.0835 2.7872  0.370
H -1.6563 0.5997 4.4566  0.399
H -3.3684 -0.7409 3.4397  0.439
H -3.3817 -2.4512 2.9970  0.478
H -3.5547 -1.1997 1.7372  0.302
H -2.8202 -3.4565 1.1344  0.530
H -1.7411 -5.0587 -0.4218  0.399
H 0.7231 -4.9646 -0.7195  0.302
Se 2.3020 -1.5590 7.6553  -0.767
Te 0.0747 -1.8059 6.5496  -0.155
Te 0.4407 -4.0295 4.9410  -0.147
Se -1.9089 -4.6709 4.3422  -0.739
C -0.0173 0.2815 -4.1583  -1.976
C -0.0868 -0.0898 -2.6784  2.626
C 1.3200 -0.4071 -2.1628  -1.477
C -0.9252 -1.3572 -2.5132  -1.857
Si -0.8416 1.2763 -1.5512  -0.971
O -0.4775 1.0240 -0.0417  -0.262
C -0.2837 2.9761 -2.2414  0.722
C -1.1673 3.9814 -2.6351  -0.274
C -0.7253 5.2417 -3.0218  -0.767
C 0.6278 5.5356 -3.0230  -0.379
C 1.5327 4.5569 -2.6333  -0.910
C 1.0763 3.3055 -2.2492  0.139
C -2.7270 1.2275 -1.8159  -0.095
C -3.5033 0.9348 -0.6937  -0.246
C -4.8865 0.8387 -0.7727  -0.398
C -5.5281 1.0337 -1.9871  -0.505
C -4.7783 1.3277 -3.1175  -0.762
C -3.3961 1.4230 -3.0256  0.098
H 0.4915 -0.5096 -4.7263  0.491
H 0.5263 1.2144 -4.3239  0.361
H -1.0138 0.3990 -4.5917  0.323
H 1.7347 -1.2678 -2.7067  0.528
H 1.2841 -0.6484 -1.1001  -0.244
H 2.0131 0.4269 -2.2968  0.253
H -0.4879 -2.1789 -3.0963  0.498
H -1.9545 -1.2146 -2.8499  0.368
H -0.9594 -1.6708 -1.4698  0.237
H -2.2327 3.7836 -2.6328  0.340
H -1.4453 5.9979 -3.3148  0.381
H 0.9761 6.5195 -3.3160  0.348
H 2.5953 4.7719 -2.6188  0.391
H 1.8033 2.5660 -1.9394  -0.047
H -2.9919 0.7806 0.2484  0.103
H -5.4643 0.6092 0.1155  0.436
H -6.6072 0.9568 -2.0538  0.356
H -5.2717 1.4807 -4.0712  0.371
H -2.8292 1.6602 -3.9199  0.291


ORCA calculation (wB97M-V/def2-TZVPD) on a molecular structure, C26H22CrN7O7 in a non-equilibrium geometry.

The calculation puts the molecular weight at 596.5 g/mol. As for the HOMO energy (alpha / beta): -0.6441 / -0.6441 Ha. The HOMO-LUMO gap (alpha / beta) is 6.81 / 6.80 eV. Its largest force on an atom is 0.05870 Eh/bohr. Its charge is +3.

Last column: natural (NBO) charge in e.
CARTESIAN COORDINATES (ANGSTROEM)
Cr -0.7754 0.6629 -0.3174  1.248
O 1.7010 3.5083 0.0189  -0.430
C 0.9192 2.7730 0.5298  0.788
O -0.0499 2.1295 -0.1028  -0.518
C 0.9382 2.4010 2.0349  -0.349
C -0.4975 2.1045 2.5244  0.093
C -0.5113 1.9805 4.0559  -0.430
C 0.0535 0.5612 4.2538  -0.432
C 0.3751 0.1751 2.8076  0.112
O -0.6747 0.7504 2.0669  -0.530
C 1.6313 1.0422 2.3327  -0.385
C 2.1214 0.3103 1.1597  0.897
O 3.1384 -0.7106 1.6108  -0.508
O 1.7037 0.1972 0.0582  -0.489
H 1.4245 3.2186 2.5713  0.294
H -1.2594 2.7618 2.1058  0.241
H -1.5247 2.0589 4.4435  0.256
H 0.0931 2.7483 4.5337  0.249
H -0.7027 -0.1218 4.6411  0.259
H 0.9053 0.5122 4.9252  0.248
H 0.4479 -0.8931 2.6055  0.253
H 2.3709 1.1205 3.1300  0.289
O -2.4160 -2.7487 0.0888  -0.417
C -1.3639 -2.1964 -0.0118  0.756
O -1.2266 -0.8907 -0.1905  -0.488
C -0.0196 -2.8800 0.0224  0.107
C 0.0909 -4.2116 -0.4045  -0.200
C 1.3497 -4.7555 -0.4920  -0.083
C 2.4770 -3.9921 -0.1084  -0.082
C 3.8029 -4.4722 -0.1846  -0.109
C 4.8530 -3.6958 0.2325  -0.175
C 4.6273 -2.4268 0.7861  -0.190
C 3.3469 -1.9534 0.8791  0.203
C 2.2312 -2.6792 0.4024  0.178
N 0.9949 -2.1428 0.4295  -0.497
H -0.8004 -4.7523 -0.6807  0.274
H 1.4850 -5.7643 -0.8529  0.262
H 3.9863 -5.4635 -0.5724  0.259
H 5.8674 -4.0524 0.1569  0.269
H 5.4679 -1.8537 1.1550  0.249
H 4.0180 -0.3421 1.8666  0.582
N 0.7950 -0.5453 -3.0218  -0.748
C -0.1851 0.3043 -3.3097  0.633
N -0.3863 0.6053 -4.5721  -0.536
C -1.4032 1.4140 -4.8879  0.626
N -1.5873 1.7619 -6.1372  -0.681
N -2.2782 1.8652 -3.9369  -0.470
C -2.0263 1.5383 -2.7122  0.461
N -0.9639 0.7941 -2.2957  -0.535
C -2.9620 1.8906 -1.6409  0.149
C -4.1422 2.5955 -1.8431  -0.151
C -5.0039 2.7708 -0.7672  -0.086
C -4.6694 2.2159 0.4630  -0.185
C -3.4662 1.5381 0.5828  0.068
N -2.6297 1.4054 -0.4359  -0.381
H 1.3339 -0.8971 -3.7978  0.448
H 1.0279 -0.7841 -2.0741  0.398
H -0.9502 1.4193 -6.8449  0.442
H -2.3489 2.3713 -6.4039  0.441
H -4.3501 2.9909 -2.8259  0.280
H -5.9247 3.3232 -0.8880  0.270
H -5.3181 2.3208 1.3203  0.269
H -3.1615 1.0839 1.5159  0.230


ORCA calculation (wB97M-V/def2-TZVPD) on 2 unconnected molecules or ions with the total composition C4H11NPS in a non-equilibrium geometry.

The calculation puts the molecular weight at 136.2 g/mol. As for the HOMO energy: -0.4586 Ha. The HOMO-LUMO gap is 6.94 eV. Its largest force on an atom is 0.05289 Eh/bohr. Its charge is +1. The energy above the lowest of the compared OMol25 structures with the same formula, charge and spin comes out at 3.5395 eV.

Last column: natural (NBO) charge in e.
CARTESIAN COORDINATES (ANGSTROEM)
C 0.5219 0.9090 1.3908  -0.588
C 1.9854 1.6185 -0.6599  -0.560
C -0.6295 0.8625 0.4491  -0.251
C -1.7618 0.2443 0.7408  -0.428
N 0.9135 -1.6241 -0.3723  -1.038
P -3.2248 -0.1136 -0.2664  0.340
S 2.0036 0.4247 0.4481  0.858
H 0.6294 1.8764 1.7357  0.253
H 0.1441 0.3254 2.2302  0.273
H 2.7442 1.5418 -1.5343  0.282
H 1.4296 2.5512 -0.5358  0.261
H -0.2108 0.9498 -0.5426  0.182
H -1.7570 -0.1307 1.7940  0.224
H 0.6384 -2.5398 -0.0412  0.404
H 1.4512 -1.7980 -1.1529  0.375
H 0.1229 -1.0203 -0.6662  0.386
H -3.3019 1.0917 -0.8699  -0.007
H -4.2641 0.0820 0.7600  0.034


ORCA calculation (wB97M-V/def2-TZVPD) on 2 unconnected molecules or ions with the total composition C5H15NO2 in a non-equilibrium geometry.

As for the structure (SMILES): CCOC(C)C.NO. The calculation puts the molecular weight at 121.2 g/mol. As for the HOMO energy: -0.2788 Ha. The HOMO-LUMO gap is 8.52 eV. Its largest force on an atom is 0.05824 Eh/bohr. Its charge is 0. The energy above the lowest of the compared OMol25 structures with the same formula, charge and spin comes out at 4.0259 eV.

Last column: natural (NBO) charge in e.
CARTESIAN COORDINATES (ANGSTROEM)
C 1.3104 -0.1793 0.0607  0.106
C 2.3444 0.7724 0.6535  -0.626
C 1.8103 -0.8230 -1.2301  -0.635
O 0.0985 0.5199 -0.2199  -0.601
H -0.7684 -0.1637 -0.9392  0.494
H 1.0995 -0.9750 0.7937  0.162
H 1.0649 -1.5124 -1.6262  0.239
H 1.9884 1.2080 1.5867  0.205
H 2.5530 1.5770 -0.0512  0.214
H 3.2708 0.2402 0.8673  0.213
H 1.9975 -0.0523 -1.9778  0.212
H 2.7298 -1.3787 -1.0463  0.214
C -1.0416 0.6412 1.0942  0.001
C -2.1308 1.5916 0.7104  -0.672
N -1.6667 -2.0937 -1.1115  -0.553
O -1.8006 -0.6911 -1.1236  -0.708
H -2.5904 -2.4990 -1.2721  0.333
H -1.3732 -2.4103 -0.1798  0.297
H -1.3658 -0.3678 1.3386  0.206
H -0.3409 1.0607 1.8128  0.186
H -1.7135 2.4125 0.1267  0.235
H -2.8992 1.1021 0.1210  0.251
H -2.5763 2.0206 1.6123  0.226